1.
Entry from OMol25: a cluster of 6 separate species, C6H18N6O12 in total (the ωB97M-V functional and the def2-TZVPD basis).

SMILES: C[N+](=O)[O-].C[N+](=O)[O-].C[N+](=O)[O-].C[N+](=O)[O-].C[N+](=O)[O-].C[N+](=O)[O-]
charge: 0
2S+1: 1
frontier orbital gap: 0.381 hartree

Bonds (Å) are listed after each position.
Cartesian coordinates (Å):
1 C -8.387 -13.316 -21.022  H2 1.090, H3 1.090, H29 1.090, N41 1.495
2 H -8.823 -14.306 -20.889  C1 1.090
3 H -7.306 -13.333 -21.162  C1 1.090
4 O -22.265 -2.743 -16.060  N9 1.254
5 H -16.145 -0.627 -14.244  C32 1.090
6 H -8.582 -5.534 -26.217  C42 1.090
7 O -8.815 -11.216 -19.987  N41 1.238
8 H -22.308 -5.115 -16.509  C11 1.090
9 N -23.337 -3.342 -16.314  O4 1.254, C11 1.473, O39 1.221
10 O -9.615 -5.982 -24.131  N24 1.172
11 C -23.349 -4.813 -16.391  H8 1.090, N9 1.473, H19 1.090, H36 1.090
12 H -14.502 -8.553 -18.105  C13 1.090
13 C -14.203 -7.511 -18.215  H12 1.090, H33 1.090, H38 1.090, N40 1.563
14 O -16.601 -7.138 -18.500  N40 1.214
15 N -15.164 -0.708 -12.459  O27 1.245, C32 1.460, O37 1.192
16 O -7.752 -5.424 -23.238  N24 1.234
17 H -9.440 -8.829 -10.937  C18 1.090
18 C -9.825 -9.673 -11.510  H17 1.090, H25 1.090, H26 1.090, N30 1.487
19 H -23.817 -4.975 -15.420  C11 1.090
20 O -8.963 -12.914 -18.726  N41 1.257
21 H -17.237 -1.111 -12.915  C32 1.090
22 O -15.317 -5.452 -18.215  N40 1.218
23 H -16.831 0.499 -12.947  C32 1.090
24 N -8.485 -5.678 -24.197  O10 1.172, O16 1.234, C42 1.458
25 H -9.670 -9.576 -12.584  C18 1.090
26 H -9.515 -10.646 -11.130  C18 1.090
27 O -14.079 -0.173 -12.753  N15 1.245
28 H -6.973 -5.016 -25.500  C42 1.090
29 H -8.730 -13.033 -22.017  C1 1.090
30 N -11.298 -9.661 -11.306  C18 1.487, O31 1.246, O35 1.267
31 O -11.852 -10.488 -10.556  N30 1.246
32 C -16.401 -0.471 -13.196  H5 1.090, N15 1.460, H21 1.090, H23 1.090
33 H -13.425 -7.428 -18.974  C13 1.090
34 H -7.410 -6.744 -25.491  C42 1.090
35 O -11.919 -8.799 -11.996  N30 1.267
36 H -24.095 -4.974 -17.169  C11 1.090
37 O -15.259 -1.435 -11.518  N15 1.192
38 H -13.643 -7.172 -17.343  C13 1.090
39 O -24.433 -2.814 -16.417  N9 1.221
40 N -15.504 -6.651 -18.326  C13 1.563, O14 1.214, O22 1.218
41 N -8.830 -12.450 -19.887  C1 1.495, O7 1.238, O20 1.257
42 C -7.800 -5.727 -25.483  H6 1.090, N24 1.458, H28 1.090, H34 1.090

***

2.
Entry from OMol25: a cluster of 2 separate species, C4H8P2 in total (the ωB97M-V functional and the def2-TZVPD basis).

charge: 0
2S+1: 1
frontier orbital gap (alpha / beta): 0.274 / 0.302 hartree

Bonds (Å) are listed after each position.
Cartesian coordinates (Å):
1 C 2.489 -0.452 0.685  H3 1.019, C8 1.533, P10 1.834, H14 1.040
2 H -5.202 -0.103 1.125  P5 1.398
3 H 3.322 -0.391 1.268  C1 1.019
4 C -1.377 0.478 -0.548  C9 1.314, H13 1.077
5 P -4.607 -0.100 -0.140  H2 1.398, H6 1.327
6 H -4.085 0.962 0.460  P5 1.327
7 H 2.258 -1.114 -1.401  C8 1.101
8 C 2.550 -0.220 -0.830  C1 1.533, H7 1.101, P10 1.820, H12 1.046
9 C -0.225 0.213 0.027  C4 1.314, P10 1.986, H11 1.081
10 P 1.586 1.026 0.082  C1 1.834, C8 1.820, C9 1.986
11 H -0.221 -0.613 0.724  C9 1.081
12 H 3.432 0.173 -1.231  C8 1.046
13 H -1.679 1.265 -1.218  C4 1.077
14 H 1.759 -1.125 0.996  C1 1.040